Entry 1:
20
Properties=species:S:1:pos:R:3:forces:R:3 method="wB97M-V/def2-TZVPD" relative_energy_ev=3.897 gap_ev=8.89 fmax_ev_per_a=3.8
O -0.50670 1.40900 2.24593 -0.612 -0.165 0.147
O -1.26670 2.22928 0.28148 0.293 -0.443 -0.235
O 1.15399 1.78179 -0.84349 0.102 -0.250 0.702
N 0.87942 1.34573 0.46988 -2.763 1.995 0.351
C -0.39547 1.70824 0.94420 2.318 0.278 -0.362
C -1.02449 -0.75084 -1.54301 -0.122 0.065 -0.161
C 0.61222 -0.99692 0.53462 -1.213 -3.441 -1.130
C 1.77590 -1.32166 -0.07949 -1.216 0.431 0.603
C -0.87808 -1.22402 -0.10512 1.974 1.096 0.299
H -1.66562 -0.77372 0.51068 0.292 0.015 0.070
H -1.89358 -1.21911 -2.01679 0.108 0.037 0.042
H -0.14429 -0.99102 -2.14620 -0.101 -0.005 0.085
H 1.95044 -1.09131 -1.12341 -0.093 -0.557 -0.132
H -1.01658 -2.30727 -0.05181 0.136 0.102 0.113
H 0.55568 -1.14890 1.61109 0.146 0.106 0.051
H -1.44952 1.55409 2.45160 0.420 -0.008 0.106
H -1.19052 0.32903 -1.58278 0.072 -0.116 -0.023
H 0.26432 2.02900 -1.17249 0.282 -0.039 0.228
H 2.57756 -1.74801 0.51519 0.239 0.594 -0.062
H 1.66199 1.18660 1.09994 -0.264 0.307 -0.692


Entry 2:
18
Properties=species:S:1:pos:R:3:forces:R:3 method="wB97M-V/def2-TZVPD" relative_energy_ev=0.000 total_charge=+1 gap_ev=8.35 fmax_ev_per_a=6.9
P 0.96774 -2.13601 -0.08891 0.409 -5.430 0.093
F 1.10602 2.72647 1.06987 -2.983 -1.535 0.543
O -1.09800 3.25513 1.47773 3.569 -4.032 -0.703
O 1.02592 -2.11375 1.62005 0.126 1.880 -1.859
O 2.52224 -2.15729 -0.79802 -2.007 2.992 2.065
N -0.06319 -0.83362 -0.75605 -0.221 3.326 -0.280
N -1.15118 0.17800 -2.45546 2.083 -2.774 0.196
N -1.36912 0.88678 -1.31219 2.577 -2.737 2.789
C -0.59499 0.77016 1.35058 0.136 1.789 -0.790
C -0.69172 0.32082 -0.17436 0.321 -1.614 -3.617
C -0.25836 2.36178 1.32522 -1.685 3.282 0.203
C -0.30913 -0.94720 -2.20937 -3.039 5.297 3.271
H 2.98666 -1.28475 -0.69249 0.119 -0.970 -0.191
H 0.25156 0.28896 1.94394 -1.238 0.249 -1.154
H -1.93274 1.75205 -1.28358 0.302 -0.749 -0.414
H 0.09654 -1.74478 -2.91374 -0.805 1.361 1.148
H 0.13486 -2.02119 2.02725 0.628 -0.325 -0.421
H -1.62311 0.69843 1.86953 1.708 -0.012 -0.880


Entry 3:
15
Properties=species:S:1:pos:R:3:forces:R:3 method="wB97M-V/def2-TZVPD" relative_energy_ev=0.570 total_charge=+1 gap_ev=9.57 fmax_ev_per_a=0.7
O 1.23967 0.11192 0.01803 -0.124 0.280 0.033
N 0.02222 -1.54891 -1.65010 0.275 0.204 0.453
C -0.72582 -0.17453 1.36181 -0.214 -0.072 -0.201
C 0.21585 0.79234 0.72301 -0.197 0.126 0.055
C 0.12243 2.10686 0.68934 0.301 0.419 -0.463
H -0.30868 -1.01269 -2.45229 0.007 -0.106 -0.025
H -0.20949 -1.07626 1.69115 -0.001 0.040 0.051
H 0.64214 -2.29708 -1.95777 0.157 0.123 -0.132
H 1.83699 0.76418 -0.38815 -0.119 -0.177 0.208
H -0.76839 -2.00303 -1.19696 -0.147 0.138 0.077
H -1.51264 -0.44385 0.64767 0.061 -0.163 0.003
H 0.54316 -0.87338 -0.94285 -0.201 -0.451 -0.489
H -0.67910 2.69186 1.11348 -0.069 -0.366 0.362
H -1.26044 0.25586 2.20405 0.194 0.130 0.060
H 0.84211 2.70671 0.13958 0.077 -0.126 0.008